{
  "formula": "C23H27O13PbS2",
  "method": "wB97M-V/def2-TZVPD",
  "gap_ev": 2.58,
  "e_homo_ev": 0.2,
  "total_charge": -3,
  "species": ["Pb", "C", "C", "C", "O", "H", "H", "H", "H", "H", "H", "H", "C", "C", "C", "O", "C", "C", "C", "O", "O", "O", "H", "H", "C", "C", "C", "O", "C", "C", "C", "O", "O", "O", "H", "H", "C", "C", "C", "S", "O", "O", "C", "H", "H", "H", "H", "H", "H", "H", "H", "C", "C", "C", "S", "O", "O", "C", "H", "H", "H", "H", "H", "H", "H", "H"],
  "xyz": [[-0.368008, 1.194400, -1.067212], [4.456502, 3.576350, -3.390022], [4.197252, 2.899540, -1.943592], [3.577242, 3.762830, -0.778962], [3.404002, 1.770700, -2.025322], [3.573432, 4.162180, -3.645172], [4.662172, 2.806680, -4.133932], [5.286452, 4.282930, -3.395502], [5.195412, 2.700860, -1.553332], [4.110022, 4.680960, -0.531412], [3.729002, 3.215130, 0.151148], [2.499982, 3.793440, -0.942322], [1.218342, -4.491830, -3.147812], [0.457302, -3.229780, -2.941872], [-0.512488, -2.799210, -4.097242], [-0.760578, -1.572390, -4.030692], [-0.723688, -3.794370, -5.210172], [0.068902, -4.908570, -5.371152], [1.020062, -5.280680, -4.263702], [1.732952, -6.330970, -4.254912], [-0.147578, -5.603120, -6.474622], [0.494532, -2.569510, -1.899482], [1.953302, -4.822510, -2.428852], [-1.307518, -3.588100, -6.095042], [-4.119968, 6.362990, -1.276512], [-4.749008, 7.110430, -0.300202], [-4.400178, 6.882670, 1.156388], [-4.816948, 7.670990, 2.121038], [-3.568308, 5.885770, 1.537528], [-2.941078, 5.001700, 0.655768], [-3.170578, 5.222010, -0.890812], [-2.413958, 4.536510, -1.635422], [-2.226858, 3.993720, 1.033878], [-5.716148, 7.897500, -0.630382], [-4.473148, 6.401360, -2.296412], [-3.311968, 5.736120, 2.575938], [5.059942, 0.416850, 3.761798], [5.084142, -0.957180, 3.030568], [3.730132, -1.178250, 2.360458], [2.430552, -0.451080, 3.381648], [1.793282, -1.523050, 4.157198], [1.671602, 0.368500, 2.444448], [3.675932, 0.595220, 4.419578], [5.145422, 1.228460, 3.039258], [5.862952, 0.617140, 4.471138], [5.173802, -1.670080, 3.850228], [5.702412, -1.254880, 2.183668], [3.301672, -2.119800, 2.016958], [3.796022, -0.548280, 1.473378], [3.749902, 0.141100, 5.407708], [3.263452, 1.602370, 4.479618], [-3.472688, -4.825200, 2.115898], [-4.618298, -4.996730, 1.186838], [-4.400498, -3.894500, 0.101678], [-4.337628, -2.393530, 1.104638], [-5.730948, -2.016080, 1.418608], [-3.405618, -1.461270, 0.418788], [-3.634728, -3.320940, 2.600218], [-2.608498, -4.927520, 1.459528], [-3.369648, -5.471680, 2.987418], [-5.557128, -4.846650, 1.719938], [-4.677198, -5.967860, 0.695368], [-5.131918, -3.840540, -0.704672], [-3.441548, -3.908220, -0.416332], [-4.284978, -3.114160, 3.450228], [-2.678728, -2.838860, 2.804568]],
  "forces_ev_per_angstrom": [[0.5, 0.2, -0.4], [-0.8, 0.1, 1.7], [-1.2, -0.1, -0.3], [0.7, -0.4, -0.4], [0.2, 0.4, -0.1], [-0.2, -0.2, -0.3], [-0.2, -0.1, 0.2], [0.3, 0.1, 0.2], [0.7, -0.6, 0.1], [-0.4, 0.7, -0.6], [-0.1, -0.6, -0.1], [0.0, 0.7, 0.0], [-2.2, 4.2, 0.7], [0.9, -3.4, -0.3], [1.4, -0.1, -1.3], [-1.1, -1.0, -0.8], [-0.1, 3.1, 2.4], [-1.7, -2.1, -3.2], [2.4, -2.3, 0.5], [-1.0, 0.0, -1.4], [1.6, 1.0, 3.0], [0.0, 0.8, 0.6], [-0.1, 0.1, 0.2], [-0.3, 0.5, 0.2], [2.9, -3.8, 0.5], [-3.1, 1.4, -1.0], [-1.5, 4.0, 3.4], [0.3, -1.4, -3.0], [2.1, -2.7, -0.3], [0.4, -1.8, 0.1], [0.4, 1.7, -0.5], [-1.6, 0.7, 0.2], [-0.8, 1.5, -0.8], [1.8, -0.9, 1.1], [0.2, 0.2, -0.1], [-0.2, 0.2, 0.2], [-0.7, 1.0, -1.8], [-1.2, -1.5, 1.1], [-0.8, 1.4, -0.1], [1.1, -0.5, -0.9], [0.6, 1.6, -0.3], [-0.1, -0.1, 1.4], [-0.6, -1.3, 0.0], [0.1, 0.0, -0.3], [0.0, -0.6, 0.1], [0.4, -0.5, -0.2], [1.2, 0.8, 0.6], [0.7, -0.4, 0.4], [-0.6, 0.1, -0.1], [-0.6, 0.0, 0.1], [0.2, -0.1, -0.1], [0.4, 1.8, 0.6], [-0.8, -0.3, -1.5], [-0.3, 0.0, 0.6], [-0.4, 0.2, -1.2], [1.9, -0.1, -0.1], [-1.5, -1.3, 1.9], [1.0, 0.4, -1.1], [0.5, 0.2, 0.6], [-0.3, -0.2, -0.2], [-0.2, 0.2, -0.2], [0.2, -0.1, 0.1], [-0.4, 0.2, 0.4], [0.3, -0.5, 0.3], [-0.2, -0.4, -0.2], [0.1, -0.1, 0.0]]
}


{
  "formula": "C23H27Zr",
  "method": "wB97M-V/def2-TZVPD",
  "gap_ev": 3.44,
  "e_homo_ev": -0.6,
  "total_charge": -1,
  "species": ["C", "Zr", "C", "C", "C", "C", "C", "C", "C", "C", "C", "C", "C", "H", "H", "H", "H", "H", "H", "H", "H", "H", "H", "H", "H", "H", "H", "H", "H", "C", "C", "C", "C", "C", "C", "C", "C", "C", "C", "C", "H", "H", "H", "H", "H", "H", "H", "H", "H", "H", "H"],
  "xyz": [[0.180113, 0.989175, 0.833404], [0.465298, -1.689091, -2.376660], [0.488046, 0.138232, -3.733554], [-1.231205, -2.955830, -0.938018], [-1.761678, -1.626734, -1.016361], [-2.024081, -1.330688, -2.396061], [-1.610358, -2.467242, -3.194726], [-1.119817, -3.483981, -2.280691], [2.278067, -2.378843, -0.614822], [2.818244, -1.311102, -1.392153], [2.865948, -1.736632, -2.761875], [2.292365, -3.062375, -2.844640], [1.973457, -3.467634, -1.490161], [0.022448, -0.009731, 1.257205], [1.104605, 0.953285, 0.236222], [-0.637811, 1.113211, 0.099746], [0.581377, -0.156212, -4.799308], [-0.415815, 0.771563, -3.676971], [1.331610, 0.824961, -3.537476], [-1.036350, -3.485152, -0.006412], [-2.064026, -1.015653, -0.161425], [-2.500981, -0.415582, -2.743875], [-1.690273, -2.560754, -4.275284], [-0.830174, -4.499991, -2.543224], [2.224295, -2.387816, 0.481047], [3.252241, -0.390132, -0.977869], [3.288955, -1.155664, -3.588446], [2.216580, -3.684265, -3.741005], [1.645263, -4.462470, -1.167214], [1.436088, 1.835158, 2.775335], [2.542910, 2.627976, 2.065201], [1.782220, 3.626394, 1.214306], [0.456737, 3.343713, 1.122124], [0.178095, 2.027092, 1.870953], [-1.210965, 1.844889, 2.523522], [-2.322747, 2.497662, 1.972873], [-3.612381, 2.117375, 2.373238], [-3.789599, 1.051380, 3.260186], [-2.675528, 0.396157, 3.790547], [-1.391635, 0.769636, 3.399569], [1.735756, 0.795964, 2.917097], [1.157855, 2.285781, 3.731332], [3.308477, 3.081504, 2.707474], [3.046857, 1.882757, 1.425074], [2.337813, 4.460451, 0.730666], [-0.322968, 3.848316, 0.518960], [-2.174183, 3.310600, 1.253314], [-4.469428, 2.634066, 1.939622], [-4.791612, 0.714747, 3.500700], [-2.811881, -0.441137, 4.471210], [-0.516227, 0.232667, 3.787303]],
  "forces_ev_per_angstrom": [[-0.1, -1.9, -2.2], [1.0, 1.3, 1.8], [0.0, 1.0, -0.5], [-0.5, 0.0, -1.4], [0.3, -0.2, -0.3], [0.3, -1.4, -0.3], [-1.2, -0.5, 1.3], [-1.6, 0.7, 0.2], [0.3, 0.0, -0.5], [0.3, -0.5, 0.0], [-0.1, 0.1, 0.6], [0.3, -0.8, -0.5], [0.5, 0.5, 0.1], [0.1, 0.1, -0.1], [-0.2, 0.0, 0.2], [0.3, 0.0, 0.2], [0.0, -0.1, 0.2], [0.1, -0.2, 0.0], [-0.1, -0.2, 0.0], [0.3, 0.1, -0.4], [0.3, -0.2, -0.4], [0.4, -0.3, -0.1], [0.1, 0.0, 0.4], [0.1, 0.4, 0.0], [-0.2, 0.1, -0.6], [-0.4, -0.5, -0.3], [-0.4, -0.3, 0.4], [0.4, 0.2, 0.5], [-0.1, 0.6, -0.2], [-0.8, 0.9, 0.3], [-0.3, -0.4, -0.4], [-0.8, 0.5, -0.3], [1.3, 0.2, 0.7], [-0.3, 0.9, 0.6], [0.6, 0.1, -0.7], [-0.2, -0.1, 0.8], [0.4, -0.1, -0.2], [0.3, 0.3, -0.2], [0.0, 0.0, -0.2], [-0.2, 0.4, 0.4], [-0.3, 0.0, 0.0], [0.4, -0.1, 0.2], [-0.3, -0.1, 0.0], [0.2, 0.5, -0.1], [-0.7, -0.7, 0.2], [0.9, -0.3, 0.4], [-0.2, -0.4, 0.3], [0.1, -0.2, 0.2], [0.1, 0.1, 0.1], [0.0, 0.1, -0.1], [-0.4, 0.2, -0.2]]
}


{
  "formula": "C23H28BeN7Sb",
  "method": "wB97M-V/def2-TZVPD",
  "gap_ev": 9.45,
  "e_homo_ev": -15.3,
  "total_charge": 2,
  "species": ["Be", "C", "C", "C", "C", "C", "C", "N", "Sb", "C", "C", "C", "C", "C", "C", "N", "C", "C", "C", "C", "C", "C", "N", "H", "H", "H", "H", "H", "H", "H", "H", "H", "H", "H", "H", "H", "H", "H", "H", "H", "H", "C", "C", "C", "C", "N", "C", "N", "N", "N", "H", "H", "H", "H", "H", "H", "H", "H", "H", "H"],
  "xyz": [[0.229576, 0.857334, -0.803008], [0.516276, -2.008371, -2.457000], [-0.157459, -0.828484, -3.103209], [-0.760958, -1.021559, -4.339012], [-1.280195, 0.040405, -5.048178], [-1.114181, 1.316514, -4.527040], [-0.529526, 1.456634, -3.286321], [-0.112550, 0.399827, -2.533798], [-0.105279, 3.436171, -2.603036], [-1.242247, 3.060217, -0.824105], [-2.268038, 3.925944, -0.519162], [-2.970109, 3.743531, 0.667022], [-2.545559, 2.759625, 1.530851], [-1.483104, 1.927275, 1.197837], [-0.993232, 0.967905, 2.251327], [-0.881310, 2.024000, -0.010988], [1.732309, 2.756526, -1.675561], [2.853903, 3.502815, -1.965818], [4.062933, 3.184146, -1.357541], [4.083497, 2.166042, -0.432916], [2.927336, 1.449497, -0.146785], [2.976789, 0.410238, 0.937357], [1.772829, 1.700856, -0.799651], [0.833071, -2.701217, -3.233990], [-0.169604, -2.555291, -1.805820], [1.401687, -1.709094, -1.898941], [-0.791809, -2.023555, -4.749049], [-1.754188, -0.114631, -6.009733], [-1.425070, 2.190498, -5.084428], [-2.517755, 4.734564, -1.194343], [-3.803985, 4.386197, 0.925374], [-3.015065, 2.635181, 2.499421], [-0.965062, 1.489862, 3.208244], [0.004780, 0.595152, 2.050099], [-1.680761, 0.124996, 2.362642], [2.789630, 4.329290, -2.661406], [4.962396, 3.745579, -1.583038], [4.992439, 1.921673, 0.103603], [3.548597, 0.793104, 1.781584], [3.483670, -0.496515, 0.591571], [1.986257, 0.166111, 1.299559], [-2.114525, -3.327849, 3.551739], [-0.718510, -3.757664, 3.105919], [0.364786, -2.838566, 3.669784], [-0.631519, -3.887088, 1.580874], [-0.639749, -2.576551, 0.893596], [0.368951, -1.775349, 0.602273], [-0.122527, -0.684490, 0.057517], [-1.480780, -0.850742, 0.019215], [-1.793653, -1.981355, 0.527613], [-2.155841, -3.247525, 4.639096], [-2.873920, -4.048460, 3.240212], [-2.385364, -2.352896, 3.135141], [-0.527894, -4.767486, 3.476320], [0.147278, -1.785995, 3.452614], [1.361095, -3.082983, 3.281900], [0.410402, -2.936877, 4.754791], [-1.484914, -4.432508, 1.188325], [0.280401, -4.399703, 1.280700], [1.405353, -2.004905, 0.789759]],
  "forces_ev_per_angstrom": [[0.2, -0.3, 0.4], [-0.1, 0.0, 0.0], [0.1, 0.1, 0.2], [0.0, -0.1, -0.1], [0.0, 0.0, 0.0], [0.0, -0.1, 0.0], [0.0, -0.2, 0.0], [-0.1, 0.4, -0.1], [0.0, -0.2, 0.2], [0.1, -0.2, 0.2], [0.0, 0.0, 0.0], [-0.1, 0.0, 0.0], [-0.1, 0.1, 0.1], [0.2, -0.1, -0.1], [-0.1, 0.1, 0.0], [-0.2, 0.2, -0.3], [0.0, -0.2, 0.2], [0.0, -0.1, 0.0], [0.1, 0.0, 0.0], [0.1, 0.1, 0.1], [-0.3, -0.1, 0.0], [0.0, 0.0, -0.2], [0.1, 0.3, -0.2], [0.0, 0.0, 0.0], [0.0, 0.0, -0.1], [0.0, 0.0, 0.0], [0.0, 0.1, 0.0], [0.0, 0.0, 0.0], [0.0, 0.0, 0.0], [0.0, 0.0, 0.0], [0.1, 0.0, 0.0], [0.0, 0.0, -0.1], [0.0, 0.0, 0.0], [0.0, 0.1, 0.0], [0.1, 0.1, 0.0], [0.0, 0.0, 0.0], [-0.1, 0.0, 0.0], [-0.1, 0.0, 0.0], [0.0, 0.0, 0.0], [-0.1, 0.1, 0.0], [-0.1, 0.0, 0.0], [0.0, 0.0, 0.0], [0.0, 0.2, 0.0], [0.0, 0.0, 0.0], [0.0, 0.1, 0.1], [-0.4, -0.4, 0.3], [0.2, 0.2, 0.1], [-0.6, 0.2, -0.3], [0.2, -0.5, 0.1], [0.6, 0.4, -0.2], [0.0, 0.0, -0.1], [0.0, 0.1, 0.0], [0.0, 0.0, 0.0], [0.0, 0.0, 0.0], [0.0, -0.1, 0.0], [-0.1, 0.0, 0.0], [0.0, 0.0, -0.1], [0.0, 0.0, -0.1], [0.1, 0.1, -0.1], [-0.1, 0.0, 0.0]]
}


{
  "formula": "C23H28Cl2InN4O6",
  "method": "wB97M-V/def2-TZVPD",
  "gap_ev": 5.93,
  "e_homo_ev": -4.8,
  "total_charge": -1,
  "species": ["C", "N", "C", "In", "C", "Cl", "C", "C", "Cl", "H", "H", "H", "H", "H", "H", "H", "H", "H", "H", "H", "H", "H", "C", "C", "C", "C", "C", "C", "N", "O", "O", "H", "H", "H", "H", "H", "C", "C", "C", "C", "C", "C", "N", "O", "O", "H", "H", "H", "H", "H", "C", "C", "C", "C", "C", "C", "N", "O", "O", "H", "H", "H", "H", "H"],
  "xyz": [[3.640800, -3.119282, -4.722801], [4.651780, -2.065095, -5.000420], [3.942682, -0.944769, -5.694450], [2.364742, 0.059700, -4.434571], [0.572633, -1.211979, -3.885780], [-0.657392, -0.085552, -3.080501], [-0.134196, -1.983284, -5.038951], [0.202801, -1.499369, -6.460095], [0.085208, -3.802224, -4.856929], [3.195227, -2.896674, -3.743233], [4.066290, -4.133845, -4.760355], [2.861838, -3.047253, -5.506188], [5.283421, -2.493332, -5.672574], [3.611643, -1.279925, -6.705545], [4.722188, -0.173182, -5.875302], [3.171872, 0.474560, -2.864499], [1.918703, 1.639834, -5.176518], [0.862736, -1.914235, -3.091791], [-1.218063, -1.827775, -4.904352], [-0.270694, -0.524344, -6.644815], [1.271612, -1.503068, -6.697791], [-0.275982, -2.206401, -7.165265], [-0.351118, 0.149534, 1.140195], [-1.116388, 0.943409, 0.295635], [-1.884182, 1.972587, 0.819044], [-1.874213, 2.193750, 2.189328], [-1.120399, 1.401328, 3.042493], [-0.355589, 0.375080, 2.512016], [-2.662753, 3.288904, 2.748784], [-3.329262, 3.956971, 1.989419], [-2.606594, 3.475972, 3.948813], [0.252851, -0.649128, 0.725822], [-1.109917, 0.757848, -0.770020], [-2.477446, 2.587301, 0.157844], [-1.119105, 1.574324, 4.108814], [0.239927, -0.247734, 3.166497], [-0.147111, 5.878148, 7.401206], [-0.409981, 4.558346, 7.056776], [0.375914, 3.917721, 6.110545], [1.423061, 4.609872, 5.520825], [1.691002, 5.930049, 5.850607], [0.899076, 6.564327, 6.796349], [2.266409, 3.930968, 4.538125], [1.993111, 2.785874, 4.259732], [3.188486, 4.553190, 4.059874], [-0.759759, 6.374094, 8.143855], [-1.226802, 4.027689, 7.526935], [0.166263, 2.891829, 5.845102], [2.504537, 6.467068, 5.384362], [1.098892, 7.593296, 7.064194], [-2.343344, -5.957753, -0.070579], [-2.583171, -5.360319, 1.161520], [-2.820791, -3.995770, 1.237700], [-2.819975, -3.244838, 0.071403], [-2.574891, -3.827701, -1.163140], [-2.334801, -5.192317, -1.230229], [-3.089892, -1.810868, 0.138875], [-3.274217, -1.318447, 1.232060], [-3.111970, -1.204040, -0.905917], [-2.162295, -7.024114, -0.126949], [-2.586775, -5.959128, 2.062788], [-3.005669, -3.535157, 2.197676], [-2.567817, -3.235898, -2.068434], [-2.143150, -5.658786, -2.187212]],
  "forces_ev_per_angstrom": [[0.2, 0.8, -0.3], [-0.8, -0.6, -0.4], [0.8, 0.1, 0.0], [0.7, 0.6, 0.3], [0.2, -0.4, -0.4], [0.2, -0.5, -0.3], [-0.5, 1.1, 0.4], [-0.6, -1.2, -0.3], [0.0, 0.5, -0.1], [-0.1, -0.3, -0.2], [0.0, 0.3, 0.3], [0.0, -0.4, 0.4], [0.2, 0.2, 0.1], [-0.1, 0.1, 0.3], [-0.5, -0.2, 0.1], [-0.2, -0.2, -0.3], [-0.1, -0.4, 0.0], [-0.2, 0.3, -0.2], [0.4, -0.3, -0.1], [0.4, -0.1, 0.3], [-0.2, 0.2, 0.3], [0.2, 0.3, 0.2], [0.0, 0.0, 0.0], [0.1, 0.0, 0.1], [0.0, 0.0, -0.1], [0.3, -0.4, -0.3], [0.1, -0.1, 0.2], [-0.1, 0.0, -0.2], [0.0, 0.0, 0.0], [-0.2, 0.2, -0.2], [0.0, 0.0, 0.3], [0.0, 0.0, 0.0], [0.0, 0.0, 0.1], [0.0, 0.1, 0.1], [-0.1, 0.1, -0.1], [0.0, 0.0, 0.0], [0.0, 0.0, 0.0], [0.1, 0.2, 0.0], [-0.1, -0.1, 0.0], [-0.4, 0.3, 0.5], [0.1, 0.2, 0.0], [-0.1, -0.2, 0.0], [0.0, -0.1, -0.1], [-0.1, -0.4, 0.0], [0.2, 0.2, -0.1], [0.0, 0.0, 0.0], [0.0, 0.0, -0.1], [0.1, 0.0, -0.1], [0.0, -0.2, -0.1], [0.0, 0.0, 0.0], [0.0, 0.0, 0.0], [0.0, 0.0, -0.2], [0.0, -0.1, 0.1], [0.2, -0.7, 0.0], [0.0, 0.0, -0.2], [0.0, 0.0, 0.2], [0.0, 0.1, -0.1], [-0.1, 0.1, 0.3], [-0.1, 0.2, -0.2], [0.0, 0.0, 0.0], [0.0, 0.0, 0.0], [0.0, 0.2, -0.1], [0.0, 0.1, 0.1], [0.0, 0.1, 0.0]]
}


For the records above, the corresponding lowest unoccupied orbital energy values read 0.101; 0.105; -0.214; 0.040 Eh.